{
  "formula": "C41H105N7O13",
  "method": "ωB97M-V with the def2-TZVPD basis set",
  "de_lowest_kj_mol": 2653.7,
  "multiplicity": 1,
  "energy_ha": -2985.21250,
  "elements": ["C", "C", "C", "O", "H", "H", "H", "H", "H", "H", "H", "H", "C", "C", "C", "O", "C", "N", "H", "H", "H", "H", "H", "H", "H", "H", "H", "H", "H", "C", "C", "C", "O", "C", "N", "H", "H", "H", "H", "H", "H", "H", "H", "H", "H", "H", "C", "O", "C", "C", "N", "C", "C", "O", "C", "H", "H", "H", "H", "H", "H", "H", "H", "H", "H", "H", "H", "H", "H", "H", "C", "O", "C", "C", "N", "C", "C", "O", "C", "H", "H", "H", "H", "H", "H", "H", "H", "H", "H", "H", "H", "H", "H", "H", "C", "O", "C", "C", "N", "C", "C", "O", "C", "H", "H", "H", "H", "H", "H", "H", "H", "H", "H", "H", "H", "H", "H", "H", "C", "O", "C", "C", "N", "C", "C", "O", "C", "H", "H", "H", "H", "H", "H", "H", "H", "H", "H", "H", "H", "H", "H", "H", "C", "O", "C", "C", "N", "C", "C", "O", "C", "H", "H", "H", "H", "H", "H", "H", "H", "H", "H", "H", "H", "H", "H", "H"],
  "positions_angstrom": [[19.734, -23.191, -9.478], [20.937, -22.245, -9.540], [22.040, -22.749, -10.476], [20.717, -20.935, -9.895], [19.920, -24.247, -9.284], [19.359, -23.125, -10.499], [19.022, -22.836, -8.732], [21.309, -22.127, -8.522], [22.974, -22.230, -10.258], [21.892, -22.788, -11.555], [22.413, -23.693, -10.080], [21.438, -20.379, -9.591], [19.832, -16.156, -13.819], [20.945, -16.769, -14.507], [22.086, -15.668, -14.889], [21.412, -14.591, -15.520], [22.259, -13.558, -15.899], [21.408, -17.990, -13.880], [19.535, -15.208, -14.267], [19.974, -15.898, -12.769], [18.924, -16.750, -13.708], [20.562, -17.035, -15.493], [22.880, -16.061, -15.524], [22.664, -15.454, -13.989], [23.270, -13.889, -16.135], [22.282, -12.775, -15.142], [21.988, -12.947, -16.760], [21.744, -18.620, -14.595], [20.700, -18.458, -13.333], [14.493, -18.804, -16.220], [15.519, -18.463, -15.182], [15.337, -17.053, -14.537], [13.959, -16.701, -14.283], [13.881, -15.355, -13.945], [15.517, -19.459, -14.158], [13.542, -18.462, -15.810], [14.403, -19.830, -16.577], [14.747, -18.167, -17.067], [16.514, -18.474, -15.626], [15.558, -16.403, -15.384], [16.065, -16.854, -13.751], [13.851, -15.172, -12.871], [12.830, -15.132, -14.131], [14.434, -14.614, -14.522], [15.779, -20.360, -14.532], [14.566, -19.540, -13.827], [21.205, -21.306, -17.137], [21.120, -21.961, -15.897], [22.069, -21.776, -14.862], [21.950, -20.292, -14.446], [20.623, -19.973, -13.873], [20.564, -20.225, -12.455], [19.167, -19.994, -11.959], [18.237, -20.863, -12.667], [16.985, -20.283, -12.777], [20.262, -21.573, -17.615], [22.047, -21.662, -17.732], [21.123, -20.223, -17.057], [23.102, -21.959, -15.160], [22.078, -22.369, -13.948], [22.076, -19.689, -15.345], [22.742, -19.973, -13.769], [19.793, -20.435, -14.217], [21.265, -19.557, -11.952], [20.724, -21.290, -12.289], [19.030, -18.914, -12.008], [19.185, -20.223, -10.893], [16.380, -21.111, -13.145], [17.094, -19.426, -13.442], [16.503, -20.048, -11.828], [16.580, -27.644, -20.125], [17.653, -27.328, -19.232], [18.834, -26.751, -19.886], [19.867, -26.230, -18.826], [19.419, -25.037, -18.135], [20.131, -24.744, -16.905], [19.775, -23.424, -16.223], [18.454, -23.490, -15.718], [18.036, -22.342, -14.998], [16.817, -28.592, -20.610], [16.231, -26.836, -20.768], [15.753, -27.943, -19.482], [18.510, -25.956, -20.557], [19.263, -27.525, -20.523], [20.785, -26.061, -19.389], [19.997, -27.053, -18.124], [18.409, -25.059, -18.130], [21.180, -24.694, -17.198], [20.086, -25.586, -16.215], [19.997, -22.691, -16.999], [20.492, -23.363, -15.405], [18.918, -21.883, -14.551], [17.494, -22.712, -14.128], [17.342, -21.724, -15.568], [25.225, -21.532, -16.575], [24.735, -21.941, -15.326], [25.077, -23.378, -15.110], [24.175, -24.348, -15.717], [24.637, -25.683, -15.373], [23.970, -26.693, -16.172], [22.691, -27.294, -15.542], [22.081, -28.394, -16.209], [21.100, -29.049, -15.469], [24.494, -20.887, -17.062], [25.348, -22.264, -17.373], [26.083, -20.933, -16.270], [25.133, -23.630, -14.051], [26.094, -23.531, -15.471], [24.325, -24.167, -16.781], [23.167, -24.058, -15.423], [25.634, -25.842, -15.362], [24.695, -27.489, -16.346], [23.746, -26.385, -17.194], [21.895, -26.571, -15.364], [23.024, -27.562, -14.539], [20.351, -29.281, -16.226], [20.536, -28.516, -14.704], [21.487, -29.944, -14.982], [22.134, -14.688, -11.651], [23.259, -15.453, -12.186], [24.563, -14.939, -12.182], [25.439, -16.085, -12.636], [25.553, -16.333, -14.095], [24.698, -17.441, -14.474], [25.038, -18.915, -13.923], [25.861, -19.476, -14.829], [26.272, -20.774, -14.695], [22.459, -14.455, -10.637], [21.274, -15.357, -11.667], [22.022, -13.746, -12.187], [24.798, -14.544, -11.193], [24.608, -14.195, -12.977], [25.150, -17.010, -12.137], [26.501, -16.048, -12.392], [25.415, -15.574, -14.746], [24.911, -17.458, -15.543], [23.649, -17.171, -14.349], [24.173, -19.578, -13.889], [25.658, -18.922, -13.026], [27.085, -20.925, -15.405], [25.532, -21.570, -14.772], [26.748, -20.981, -13.736], [18.072, -18.108, -7.479], [19.418, -18.255, -7.540], [19.769, -19.592, -7.387], [21.351, -19.690, -7.419], [21.950, -19.852, -8.746], [21.572, -18.678, -9.498], [22.287, -18.871, -10.890], [23.652, -18.399, -10.827], [24.357, -18.721, -12.019], [17.558, -18.777, -8.169], [17.863, -17.083, -7.787], [17.756, -18.217, -6.442], [19.516, -20.175, -8.272], [19.502, -20.059, -6.439], [21.639, -20.608, -6.906], [21.756, -18.858, -6.844], [22.942, -20.027, -8.665], [21.903, -17.748, -9.035], [20.522, -18.457, -9.686], [21.627, -18.329, -11.567], [22.265, -19.935, -11.128], [24.341, -19.794, -12.209], [25.347, -18.265, -12.023], [23.870, -18.277, -12.886]],
  "atomic_forces_ev_per_a": [[-0.08, 1.04, -0.89], [1.30, -0.17, -0.10], [1.36, -1.13, 1.60], [-8.10, -5.01, -5.14], [0.60, 0.19, 0.14], [-0.82, -0.15, 0.07], [-0.25, 0.06, -0.25], [0.79, -0.86, 0.54], [-0.05, 0.99, -0.38], [-0.44, -0.01, 0.29], [-0.49, -0.86, -0.47], [0.45, -2.04, 0.00], [-2.21, 1.69, 1.89], [2.21, 0.06, -1.97], [-1.05, -1.29, 0.75], [-0.14, -0.27, -0.31], [0.72, 1.18, 0.13], [1.98, 5.12, 0.46], [-0.01, -0.10, -0.22], [0.62, -0.05, 0.07], [-0.02, -0.54, -0.67], [-0.23, 0.01, -0.51], [-0.48, -0.27, -0.83], [-0.59, 0.78, 0.10], [0.21, -0.21, 0.25], [0.43, -0.11, 0.63], [-0.89, -0.72, -0.49], [-0.56, 1.93, 0.68], [0.21, 1.45, -1.00], [-0.42, 1.68, -0.90], [-0.03, -0.13, 0.98], [-0.62, -0.21, -2.62], [1.88, -1.07, 0.41], [-2.79, 0.66, 0.54], [-3.52, 0.59, -1.05], [-0.26, -0.22, -0.30], [0.44, -0.04, 0.41], [-0.52, -0.01, -0.51], [0.28, 0.23, -0.03], [0.69, 0.43, 0.00], [-0.37, -0.18, 0.44], [1.17, -0.05, 0.29], [-0.23, 0.34, -0.46], [0.61, -0.42, 0.00], [-0.36, 0.22, -0.34], [-0.44, -0.21, 0.09], [0.45, 1.08, 0.46], [3.40, 3.47, 0.95], [1.53, 2.96, -0.30], [-1.38, -2.52, 0.06], [-1.05, -4.18, -0.27], [-1.18, -1.47, -0.77], [0.12, -0.53, 0.33], [2.61, 0.63, 2.00], [1.58, -0.75, 0.63], [0.43, 0.43, -0.66], [0.13, 0.25, -0.10], [0.60, 0.22, -0.01], [-1.25, 0.34, -0.60], [-1.70, -0.78, -0.16], [0.35, -0.51, -0.50], [-0.68, -0.37, 0.18], [0.58, -0.45, -1.00], [-2.04, -1.86, -1.56], [0.66, -0.01, 0.45], [-1.14, 0.32, -0.71], [-0.41, -0.14, -0.21], [0.12, 0.17, -0.21], [0.56, -0.50, 1.16], [0.20, 0.59, 0.35], [0.34, -0.87, 1.40], [0.63, 1.11, -0.56], [-0.67, -0.17, 0.92], [-1.40, -0.65, -0.80], [-0.15, 0.25, -1.18], [-0.64, -0.47, -0.36], [-1.53, -4.43, -0.28], [-0.49, -0.05, -0.85], [0.50, -1.46, 0.62], [0.16, 0.25, -0.88], [0.41, 0.02, -0.20], [-0.14, 0.36, 0.16], [-0.04, 0.34, 0.06], [0.36, -0.13, 0.09], [0.28, 0.05, 0.17], [0.39, -0.31, 0.13], [0.00, 0.21, 0.83], [0.36, 0.23, 0.04], [-0.25, -0.21, 0.46], [-2.20, -1.51, 0.62], [-1.44, -1.40, 0.25], [-0.42, 0.43, -0.51], [-0.20, -0.05, -0.03], [0.39, 0.46, -0.25], [-1.85, 1.22, -3.17], [-8.27, -9.48, -6.11], [1.08, 0.80, 1.29], [0.56, 0.16, -1.20], [-1.72, -0.18, 0.21], [-0.30, -1.41, -0.91], [0.13, 0.17, 1.20], [1.56, 1.18, -0.22], [-0.97, -0.64, -0.43], [-0.31, 0.34, 0.42], [0.48, -0.73, 0.72], [-0.76, -0.68, -2.41], [-0.19, 0.88, 0.39], [0.16, 0.25, -0.21], [-0.76, -0.23, -0.59], [-0.24, -0.90, -0.02], [-0.07, 0.53, -0.18], [-0.13, -0.39, 0.28], [-0.12, 0.58, -0.19], [0.15, 0.59, -0.22], [-0.06, -0.46, 0.30], [-0.15, -0.63, 0.21], [0.44, 0.82, 0.07], [0.09, -0.19, -0.11], [2.64, -0.48, 0.18], [-1.74, -0.65, 0.42], [-0.45, -0.18, -0.51], [1.82, 0.34, -0.59], [-0.48, -1.33, 1.41], [0.42, -0.67, -1.51], [1.64, 0.81, -4.09], [1.56, 0.84, -4.05], [8.02, 2.74, 5.66], [-0.55, 0.18, 0.36], [0.29, 0.42, -0.02], [-0.41, -0.06, -0.26], [0.35, 0.18, 0.04], [0.30, 0.79, 0.21], [-0.31, 1.84, -0.42], [0.04, 1.04, 0.92], [-0.06, 0.36, 0.47], [-0.49, -0.76, -0.32], [0.09, -0.72, 0.40], [0.43, 0.57, -0.42], [0.25, -0.52, -2.07], [1.07, 0.32, 0.99], [4.01, 3.00, 3.68], [0.71, 0.69, 1.00], [-1.50, 1.19, 0.05], [1.74, -0.22, 0.06], [3.36, -0.69, -0.83], [-0.71, -1.42, 0.92], [3.36, 6.08, 6.56], [2.87, 1.90, -2.37], [1.49, 2.26, 2.65], [-1.21, -0.18, 0.41], [-2.57, 0.24, 4.36], [-0.27, -0.24, 0.11], [-0.24, 0.04, 0.03], [-0.59, -0.28, 0.06], [-0.88, -0.23, 0.20], [-0.64, 0.23, 0.08], [-0.19, 0.00, 0.47], [0.15, 0.28, -0.22], [0.37, 0.82, -0.11], [0.42, 0.09, 0.01], [-0.17, -1.21, 0.44], [1.34, 0.91, -0.22], [1.02, 0.22, 0.46], [0.13, -0.25, 1.28], [-1.00, -0.99, 2.69], [-0.88, 0.43, 1.66]],
  "mulliken_charge": [-1.409, 0.596, -1.516, -0.203, 0.352, 0.181, 0.350, 0.098, 0.306, 0.128, 0.600, -0.623, -1.517, 0.969, -0.375, -0.423, -0.811, 0.887, 0.535, 0.111, 0.099, 0.100, 0.714, -0.047, 0.273, 0.302, 0.314, -0.714, -0.057, -1.445, 0.187, -0.820, -0.381, -0.798, -0.541, 0.316, 0.389, 0.378, 0.244, 0.546, 0.443, 0.292, 0.307, 0.316, 0.378, 0.266, -1.027, 0.264, 0.822, -0.956, 0.603, 0.462, -1.556, -0.044, -1.210, 0.377, 0.252, 0.226, -0.649, 0.484, 1.456, -0.206, -0.059, -1.487, 0.460, 0.146, 0.364, 0.532, 0.641, 0.067, -0.767, -0.294, -0.887, -0.117, -0.327, -0.843, 1.308, -0.438, 0.527, 0.306, 0.294, 0.256, 0.421, 0.491, 0.299, -0.024, 0.352, -0.054, 0.436, -0.551, -0.128, -0.418, 0.385, -0.051, -0.783, -0.451, -1.389, 0.505, -0.331, -0.608, -0.103, -0.379, -0.858, 0.254, 0.504, 0.015, 0.450, 0.401, 0.278, -0.119, 0.310, 0.458, 0.274, 0.023, 0.328, 0.285, 0.360, 0.329, -0.799, 0.047, -0.777, -0.286, -0.299, -0.911, 1.207, -0.363, -1.361, 0.372, -0.063, 0.242, 0.462, 0.298, -0.421, 0.411, 0.347, 0.773, -0.545, -1.022, 0.276, 0.324, 0.567, 0.413, -0.824, -0.290, -0.429, -1.158, 0.214, -1.092, 0.917, -0.610, -1.195, 0.307, 0.242, 0.360, 0.201, 0.513, 0.601, 0.467, 0.339, 0.783, 0.110, -0.120, 0.321, 1.204, 1.402, -0.341]
}

***

{
  "formula": "C5H9NO",
  "method": "ωB97M-V with the def2-TZVPD basis set",
  "de_lowest_kj_mol": 205.1,
  "multiplicity": 1,
  "energy_ha": -325.85942,
  "elements": ["C", "C", "O", "C", "C", "N", "C", "H", "H", "H", "H", "H", "H", "H", "H", "H"],
  "positions_angstrom": [[-1.503, 1.095, 1.158], [-1.473, -0.341, 0.691], [-2.415, -1.097, 0.813], [-0.202, -0.818, 0.047], [1.150, -0.572, 0.640], [0.685, 0.197, -0.478], [1.253, 0.092, -1.812], [-2.524, 1.476, 1.092], [-1.189, 1.142, 2.207], [-0.816, 1.705, 0.567], [-0.315, -1.764, -0.487], [1.888, -1.363, 0.495], [1.254, -0.017, 1.572], [2.343, 0.006, -1.768], [1.012, 1.012, -2.353], [0.851, -0.754, -2.383]],
  "atomic_forces_ev_per_a": [[-0.08, 0.06, 0.03], [-0.14, -0.13, 0.08], [0.33, 0.26, -0.04], [-0.18, -0.12, -0.06], [0.17, 0.00, 0.16], [0.02, 0.14, -0.02], [0.09, -0.07, -0.14], [0.11, -0.08, 0.05], [-0.04, -0.04, -0.12], [-0.14, -0.07, 0.13], [0.03, 0.21, -0.01], [-0.12, 0.13, -0.08], [-0.03, -0.13, -0.12], [-0.13, -0.01, 0.03], [0.04, -0.18, -0.01], [0.09, 0.02, 0.13]],
  "mulliken_charge": [-1.072, 0.325, -0.571, -0.076, -0.404, -0.149, -0.872, 0.359, 0.252, 0.341, 0.445, 0.316, 0.219, 0.315, 0.261, 0.312]
}

***

{
  "formula": "C18H18MoN4SbSe4",
  "method": "ωB97M-V with the def2-TZVPD basis set",
  "de_lowest_kj_mol": 29.0,
  "charge": 3,
  "multiplicity": 1,
  "energy_ha": -10829.00067,
  "elements": ["Mo", "C", "N", "C", "C", "C", "C", "C", "C", "N", "C", "C", "C", "C", "C", "C", "N", "C", "C", "C", "C", "C", "N", "H", "H", "H", "H", "H", "H", "H", "H", "H", "H", "H", "H", "H", "H", "H", "H", "H", "H", "Se", "Sb", "Se", "Se", "Se"],
  "positions_angstrom": [[0.668, 0.063, -0.081], [-2.157, 0.662, -0.123], [-0.926, 1.546, -0.068], [-0.880, 2.331, 1.189], [-0.609, 1.388, 2.332], [-1.024, 1.642, 3.623], [-0.704, 0.731, 4.620], [0.003, -0.416, 4.288], [0.365, -0.615, 2.971], [0.080, 0.276, 2.007], [-0.831, 2.380, -1.293], [-0.557, 1.467, -2.462], [-0.899, 1.787, -3.759], [-0.600, 0.884, -4.771], [0.005, -0.321, -4.448], [0.300, -0.584, -3.126], [0.042, 0.300, -2.148], [-2.010, -0.854, 0.065], [-3.165, -1.594, 0.250], [-3.081, -2.974, 0.343], [-1.839, -3.586, 0.254], [-0.723, -2.796, 0.084], [-0.810, -1.459, -0.012], [-2.864, 1.025, 0.623], [-2.618, 0.812, -1.100], [-0.070, 3.059, 1.104], [-1.810, 2.885, 1.340], [-1.589, 2.537, 3.847], [-1.014, 0.909, 5.641], [0.262, -1.153, 5.034], [0.902, -1.501, 2.661], [-1.744, 2.960, -1.447], [-0.007, 3.085, -1.159], [-1.392, 2.725, -3.976], [-0.853, 1.114, -5.797], [0.240, -1.054, -5.207], [0.762, -1.513, -2.822], [-4.122, -1.093, 0.314], [-3.977, -3.565, 0.484], [-1.732, -4.659, 0.320], [0.271, -3.218, 0.022], [8.515, -0.270, -2.387], [9.262, -0.758, -0.282], [2.864, -0.153, -0.132], [10.039, -2.435, 1.293], [10.027, 0.003, 1.891]],
  "atomic_forces_ev_per_a": [[-0.05, 0.00, 0.00], [0.01, 0.00, 0.01], [-0.01, -0.01, -0.02], [0.00, 0.00, 0.00], [0.00, 0.00, -0.01], [0.00, 0.00, 0.00], [0.00, 0.00, 0.00], [0.00, 0.00, 0.00], [0.00, 0.00, 0.00], [0.02, 0.01, 0.00], [0.01, 0.00, 0.00], [0.00, 0.00, 0.01], [0.00, 0.00, 0.00], [0.00, 0.00, 0.00], [0.00, 0.00, 0.00], [0.00, 0.00, 0.00], [0.01, 0.00, 0.01], [0.00, 0.00, -0.02], [0.00, 0.00, 0.00], [0.00, 0.00, 0.00], [0.00, 0.00, 0.00], [0.00, 0.00, 0.00], [0.04, 0.02, 0.01], [0.00, 0.00, 0.01], [-0.01, 0.00, 0.00], [0.00, 0.00, 0.00], [0.00, 0.00, 0.00], [0.00, 0.00, 0.00], [0.00, 0.00, 0.00], [0.00, 0.00, 0.00], [0.00, 0.00, 0.00], [0.00, 0.00, 0.00], [0.00, 0.00, 0.00], [0.00, 0.00, 0.00], [0.00, 0.00, 0.00], [0.00, 0.00, 0.00], [0.00, 0.00, 0.00], [0.00, 0.00, 0.00], [0.00, 0.00, 0.00], [0.00, 0.00, 0.00], [0.00, 0.00, 0.00], [0.01, 0.00, 0.04], [0.17, -0.03, -0.04], [-0.21, 0.00, 0.03], [0.00, 0.01, -0.01], [0.01, 0.01, 0.01]],
  "mulliken_charge": [0.807, -1.245, -0.235, -0.807, 0.636, -1.031, -0.291, -0.920, -0.154, 0.281, -0.607, 0.455, -1.010, -0.279, -0.907, -0.209, 0.252, 1.023, -0.963, -0.423, -0.858, -0.369, 0.412, 0.683, 0.566, 0.424, 0.495, 0.480, 0.468, 0.440, 0.457, 0.503, 0.451, 0.493, 0.461, 0.441, 0.487, 0.497, 0.467, 0.464, 0.543, -0.163, 1.155, -0.378, 0.007, 0.003]
}